Run 1
The following is a DFT calculation (ωB97M-V with the def2-TZVPD basis set) of one molecule with the formula C4H3IN2.

Computed properties:
**HOMO-LUMO gap**: 9.334 eV
**HOMO energy**: -9.81 eV
**2S+1**: 1
**SMILES**: [H]/N=C1\[C@H](I)[C@H]1C#N
**Charge**: 0

Element x y z (Å)
H1 -0.651 -2.533 -0.884
N1 -0.883 -1.870 -0.154
C1 -0.228 -0.843 -0.015
C2 0.812 0.177 -0.382
I1 2.891 -0.237 0.070
C3 -0.138 0.412 0.839
C4 -0.980 1.416 0.289
N2 -1.464 2.180 -0.400
H2 0.586 0.738 -1.173
H3 0.056 0.559 1.809


Run 2
The following is a DFT calculation (ωB97M-V with the def2-TZVPD basis set) of a 2-piece molecular cluster, C4H3IN2 overall.

Computed properties:
**HOMO-LUMO gap**: 9.677 eV
**HOMO energy**: -10.60 eV
**2S+1**: 1
**SMILES**: C=C(C#N)C#N.I
**Charge**: 0

Element x y z (Å)
C1 -0.389 0.859 0.476
C2 -0.776 -0.177 -0.312
C3 -1.886 -0.188 -1.220
N1 -2.801 -0.298 -1.880
C4 0.004 -1.355 -0.313
N2 0.513 -2.380 -0.258
H1 0.430 1.086 1.094
H2 -1.044 1.713 0.385
I1 3.098 0.857 1.638
H3 2.850 -0.117 0.390


Run 3
The following is a DFT calculation (ωB97M-V with the def2-TZVPD basis set) of one molecule with the formula C4H3IN2.

Computed properties:
**HOMO-LUMO gap**: 8.206 eV
**HOMO energy**: -9.75 eV
**2S+1**: 1
**SMILES**: C=C/C(I)=N/C#N
**Charge**: 0

Element x y z (Å)
C1 1.754 -0.299 -0.126
C2 0.650 -1.082 0.087
C3 -0.554 -0.357 0.162
I1 -2.444 -1.502 0.078
N1 -0.634 0.961 0.394
C4 -1.579 1.800 0.148
N2 -2.183 2.689 -0.282
H1 2.779 -0.731 -0.403
H2 1.489 0.691 0.078
H3 0.722 -2.169 -0.135


Bottom line: run 2, by a margin of 14.1 kcal/mol.


Run 1
The following is a DFT calculation (ωB97M-V with the def2-TZVPD basis set) of a 2-piece molecular cluster, C2H3N2O2 overall.

Computed properties:
**HOMO-LUMO gap (spin up / spin down)**: 6.098 / 9.211 eV
**HOMO energy (spin up / spin down)**: -1.61 / -4.74 eV
**2S+1**: 3
**Charge**: -1

Element x y z (Å)
C1 -0.039 0.138 0.264
C2 0.514 1.384 -0.266
N1 0.022 -0.213 1.496
N2 2.485 -1.119 0.376
O1 2.010 -0.370 -0.454
O2 1.241 2.194 0.327
H1 -0.761 -0.464 -0.361
H2 0.253 1.512 -1.391
H3 -0.473 -1.069 1.771


Run 2
The following is a DFT calculation (ωB97M-V with the def2-TZVPD basis set) of a 2-piece molecular cluster, C2H3N2O2 overall.

Computed properties:
**HOMO-LUMO gap (spin up / spin down)**: 4.909 / 6.399 eV
**HOMO energy (spin up / spin down)**: -0.81 / -3.17 eV
**2S+1**: 3
**Charge**: -1

Element x y z (Å)
C1 -0.351 -0.562 -0.644
C2 -1.801 0.669 0.346
N1 0.963 -0.079 -0.615
N2 1.572 -0.595 0.401
O1 2.869 -0.651 0.269
O2 -1.947 1.888 0.313
H1 -0.394 -1.112 0.297
H2 -2.317 0.082 1.062
H3 1.404 0.360 -1.430


Bottom line: run 1, by a margin of 87.2 kcal/mol.


Run 1
The following is a DFT calculation (ωB97M-V with the def2-TZVPD basis set) of one molecule with the formula C3H7NO.

Computed properties:
**HOMO-LUMO gap**: 10.804 eV
**HOMO energy**: -9.76 eV
**2S+1**: 1
**SMILES**: OC[C@H]1CN1
**Charge**: 0

Element x y z (Å)
O1 1.560 0.472 0.849
C1 1.181 -0.601 0.033
C2 -0.212 -0.374 -0.573
C3 -1.194 0.051 0.393
N1 -0.514 1.042 -0.622
H1 1.184 1.252 0.396
H2 1.129 -1.499 0.663
H3 1.918 -0.792 -0.757
H4 -0.509 -1.083 -1.343
H5 -0.940 0.236 1.421
H6 -2.226 -0.225 0.147
H7 -1.452 1.418 -0.534


Run 2
The following is a DFT calculation (ωB97M-V with the def2-TZVPD basis set) of one molecule with the formula C3H7NO.

Computed properties:
**HOMO-LUMO gap**: 10.624 eV
**HOMO energy**: -9.65 eV
**2S+1**: 1
**SMILES**: C[C@]1(N)CO1
**Charge**: 0

Element x y z (Å)
C1 0.384 -1.107 -0.332
C2 -0.163 0.166 0.300
N1 -1.572 0.333 0.466
C3 0.758 1.236 -0.046
O1 0.753 0.524 1.286
H1 0.081 -1.179 -1.379
H2 1.482 -1.074 -0.285
H3 0.060 -1.977 0.239
H4 -1.974 0.306 -0.471
H5 -1.955 -0.472 0.957
H6 1.338 0.969 -0.945
H7 0.809 2.275 0.210


Bottom line: run 2, by a margin of 19.5 kcal/mol.